# C5H11NO

An isolated molecule of C5H11NO (the ωB97M-V functional and the def2-TZVPD basis, the Open Molecules 2025 dataset).

Last columns: bonded neighbours and bond lengths (Å).
Positions of all 18 atoms, in Å:
1 C -2.01033 0.68243 0.68391  C2 1.501, H8 1.100, H9 1.096, H10 1.104
2 C -0.60758 0.69658 1.21852  C1 1.501, N4 1.319, H11 1.089
3 C 1.60435 -0.15107 1.08439  N4 1.387, H12 1.092, H13 1.095
4 N 0.46628 0.39791 0.51251  C2 1.319, C3 1.387, C5 1.478
5 C 0.44477 0.43680 -0.96529  N4 1.478, C6 1.535, H14 1.095, H15 1.095
6 C 0.25599 -0.97805 -1.52944  C5 1.535, O7 1.395, H16 1.104, H17 1.097
7 O 1.32104 -1.82394 -1.22047  C6 1.395, H18 0.988
8 H -2.18662 1.47253 -0.06127  C1 1.100
9 H -2.69441 0.84620 1.52392  C1 1.096
10 H -2.26920 -0.29115 0.23141  C1 1.104
11 H -0.42057 0.77624 2.28861  C2 1.089
12 H 1.44619 -0.39201 2.13776  C3 1.092
13 H 2.55613 0.29196 0.77462  C3 1.095
14 H -0.34470 1.11108 -1.31444  C5 1.095
15 H 1.41174 0.82842 -1.29859  C5 1.095
16 H -0.70884 -1.37084 -1.16371  C6 1.104
17 H 0.18440 -0.91037 -2.62184  C6 1.097
18 H 1.55135 -1.62272 -0.28059  O7 0.988

Values from the calculation:
LUMO energy (spin up / spin down) ... 0.74 / 0.74 eV
Gap between HOMO and LUMO (spin up / spin down) ... 7.7681 / 7.7670 eV
Net charge ... 0
HOMO level (spin up / spin down) ... -7.03 / -7.03 eV
ΔE to the lowest compared entry with this formula, charge and spin ... 77.2 kcal/mol

=====

# C7H13N2

A cluster of 3 separate species, C7H13N2 in total at a distorted geometry (the ωB97M-V functional and the def2-TZVPD basis, the Open Molecules 2025 dataset).

Last columns: bonded neighbours and bond lengths (Å).
Positions of all 22 atoms, in Å:
1 C -3.31212 -0.15691 0.03726  C2 1.347, C3 1.581, H10 1.084
2 C -3.17902 1.18313 0.07409  C1 1.347, C5 1.466, H11 1.084
3 C -1.85726 -0.76820 -0.06066  C1 1.581, C4 1.347, C6 1.508
4 C -1.07881 0.32789 -0.14786  C3 1.347, C5 1.509
5 C -1.79030 1.64889 0.01298  C2 1.466, C4 1.509, H12 1.044, H13 1.024
6 C -1.41258 -2.20856 -0.08375  C3 1.508, H14 1.154, H15 1.147, H16 1.110
7 C 1.21172 0.31225 -0.52329  N8 1.255, H17 1.108
8 N 1.88920 0.72837 0.44797  C7 1.255, H18 1.004, H19 1.087
9 N 4.40654 0.10178 0.07559  H20 1.087, H21 1.097, H22 1.028
10 H -4.17243 -0.81319 0.10315  C1 1.084
11 H -3.94202 1.95226 0.05618  C2 1.084
12 H -1.57011 2.19349 -0.85033  C5 1.044
13 H -1.39216 1.98336 0.89537  C5 1.024
14 H -2.23553 -3.01691 -0.07782  C6 1.154
15 H -0.87633 -2.44262 0.90311  C6 1.147
16 H -0.68338 -2.45744 -0.88264  C6 1.110
17 H 1.46666 -0.36856 -1.35959  C7 1.108
18 H 1.28765 0.93274 1.22595  N8 1.004
19 H 2.96434 0.60796 0.33872  N8 1.087
20 H 4.79667 1.00381 -0.38909  N9 1.087
21 H 5.17667 -0.10111 0.83041  N9 1.097
22 H 4.30261 -0.64244 -0.62576  N9 1.028

Values from the calculation:
LUMO energy ... -3.94 eV
Gap between HOMO and LUMO ... 8.2838 eV
Net charge ... +1
HOMO level ... -12.22 eV
ΔE to the lowest compared entry with this formula, charge and spin ... 136.6 kcal/mol

=====

E (hartree)
-327.00827; -383.59947
M (u)
101.1; 125.2